The following is a quantum chemistry calculation of the molecule ClH2O2PS2, from OMol25.

Cartesian coordinates (Å):
O1 -0.695 -1.807 -0.125
O2 -2.116 -0.591 1.526
P1 1.374 0.251 -0.699
S1 0.356 0.756 1.015
S2 -1.194 -0.536 0.440
Cl1 -2.175 0.571 -0.993
H1 2.734 -0.169 -0.336
H2 1.717 1.524 -0.828

Results
E_HOMO	-10.43	eV
orbital gap	9.426	eV
SMILES	O=S(=O)(Cl)SP
maximum force	3.178	eV/A